The following is a DFT calculation (ωB97M-V/def2-TZVPD) of a structure of composition C5H8O2.

The HOMO-LUMO gap comes out at 9.1 eV.

Structure (ORCA input):
```
! wB97M-V def2-TZVPD RIJCOSX def2/J DEFGRID3
* xyz 0 1
O -0.67397 -0.74598 -1.41792
C 0.19044 -0.49059 -0.53822
C -0.34813 1.33099 0.14538
C -1.58574 0.92159 0.60284
O -2.47925 0.36939 -0.15867
C 1.67776 -0.49414 -0.49944
C 0.85304 -1.28250 0.53703
H -1.94797 -0.07617 -0.92765
H 0.30201 1.80501 0.87402
H -0.25985 1.70632 -0.86864
H -1.84338 0.92318 1.66407
H 2.21754 0.37738 -0.14592
H 2.19563 -1.06244 -1.27012
H 0.83218 -2.36681 0.44616
H 0.86969 -0.91522 1.55708
*
```

The following is a DFT calculation (ωB97M-V/def2-TZVPD) of a structure of composition C5H8O2.

The HOMO-LUMO gap comes out at 9.7 eV.

Structure (ORCA input):
```
! wB97M-V def2-TZVPD RIJCOSX def2/J DEFGRID3
* xyz 0 1
C -0.89359 -0.61692 1.48720
C -0.55784 0.18945 0.27115
C 0.36823 1.36082 0.10783
C 0.69453 0.03347 -0.52355
O 1.76897 -0.75963 -0.16296
C -0.22841 -0.28918 -1.68238
O -1.38378 0.07704 -0.89264
H -0.60374 -0.12275 2.41745
H -0.35888 -1.57351 1.42755
H -1.96545 -0.82538 1.51262
H 0.07375 2.21345 -0.50229
H 0.97015 1.60374 0.98184
H 2.51209 -0.18985 0.05687
H -0.15433 0.26815 -2.62323
H -0.24170 -1.36891 -1.87545
*
```

The following is a DFT calculation (ωB97M-V/def2-TZVPD) of the molecule C5H8O2 in a non-equilibrium geometry.

The HOMO-LUMO gap (alpha / beta) comes out at 8.1 / 8.2 eV.

Structure (ORCA input):
```
! wB97M-V def2-TZVPD RIJCOSX def2/J DEFGRID3
* xyz 0 1
C -1.18069 0.06547 0.67976
C -1.36163 0.53896 -0.72859
O -0.32546 1.01978 -1.37045
C 0.75088 1.49046 -0.82112
C 1.29123 -0.94378 0.31808
O 0.74430 -1.50645 1.50117
C -0.17297 -1.06647 0.51667
H -0.86522 0.83960 1.39290
H -2.14010 -0.32088 1.04812
H -2.10865 0.13515 -1.39685
H 0.77761 1.66996 0.24355
H 1.58674 1.67121 -1.47534
H 1.74029 -1.61428 -0.41607
H 1.91210 -0.07143 0.50831
H -0.64842 -1.90731 -0.00014
*
```

The following is a DFT calculation (ωB97M-V/def2-TZVPD) of a cluster of 2 separate species, C5H8O2 in total.

The HOMO-LUMO gap comes out at 10.2 eV. As for the structure (SMILES): O=C1CCC(=O)C1.[H][H].

Structure (ORCA input):
```
! wB97M-V def2-TZVPD RIJCOSX def2/J DEFGRID3
* xyz 0 1
O -1.12265 1.62677 0.67646
C -0.38411 0.72519 0.36188
C 0.89534 0.34775 1.10692
C 1.69486 -0.55934 0.16209
C 0.82916 -0.76349 -1.08437
O 1.20508 -1.27502 -2.10903
C -0.56058 -0.20520 -0.82358
H 1.42320 1.25881 1.40148
H 0.60153 -0.16396 2.03132
H 2.65526 -0.13050 -0.14180
H 1.90887 -1.54479 0.59178
H -1.01151 0.26857 -1.69752
H -1.21926 -1.03201 -0.51713
H -3.81873 0.47082 -0.20016
H -3.23625 0.88753 0.00761
*
```

The following is a DFT calculation (ωB97M-V/def2-TZVPD) of the molecule C5H8O2 in a non-equilibrium geometry.

The HOMO-LUMO gap comes out at 10.5 eV. As for the structure (SMILES): COC1(OC)C=C1.

Structure (ORCA input):
```
! wB97M-V def2-TZVPD RIJCOSX def2/J DEFGRID3
* xyz 0 1
C 2.22738 -0.53658 0.19053
O 1.55954 0.35257 -0.66305
C 0.06529 0.45378 -0.33132
O -0.49364 -0.74728 -0.74961
C -1.81480 -0.98802 -0.34364
C -0.56972 1.77861 -0.35791
C -0.37575 1.25162 0.83226
H 3.28923 -0.40703 -0.01803
H 1.93717 -1.57421 -0.00730
H 2.03698 -0.30199 1.24607
H -2.03988 -2.00427 -0.66603
H -2.51738 -0.29108 -0.81740
H -1.92093 -0.91626 0.74564
H -0.92925 2.58715 -0.94943
H -0.45423 1.34298 1.88923
*
```

The following is a DFT calculation (ωB97M-V/def2-TZVPD) of a structure of composition C5H8O2 in a non-equilibrium geometry.

The HOMO-LUMO gap comes out at 10.8 eV.

Structure (ORCA input):
```
! wB97M-V def2-TZVPD RIJCOSX def2/J DEFGRID3
* xyz 0 1
C 1.99142 -0.38583 0.50692
C 0.89502 0.65451 0.40205
O 0.57438 1.02569 -0.94852
C -0.40043 0.33005 -0.23532
C -1.84991 0.78341 -0.05123
O -2.29057 -0.57549 0.02533
C -1.03977 -0.99739 -0.55129
H 2.04622 -0.82556 1.50869
H 1.81966 -1.18716 -0.21872
H 2.97131 0.05558 0.28277
H 1.00717 1.50059 1.09219
H -1.69308 1.32376 0.85625
H -2.26085 1.26856 -0.94698
H -1.10376 -1.06798 -1.64144
H -0.66680 -1.90274 -0.08072
*
```

The following is a DFT calculation (ωB97M-V/def2-TZVPD) of the molecule C5H8O2 in a non-equilibrium geometry.

The HOMO-LUMO gap comes out at 9.0 eV. As for the structure (SMILES): C[C@H]1OCC=C1O.

Structure (ORCA input):
```
! wB97M-V def2-TZVPD RIJCOSX def2/J DEFGRID3
* xyz 0 1
C -0.05120 -1.05864 -1.56966
C 0.39061 -0.83696 -0.11759
O 1.50570 0.06027 -0.09318
C 1.09526 1.18702 0.67651
C -0.40458 1.27737 0.51455
C -0.69678 -0.03202 0.57537
O -1.73475 -0.63980 1.18954
H -0.34646 -0.09599 -2.00338
H 0.77174 -1.45884 -2.16585
H -0.90538 -1.74158 -1.64281
H 0.65185 -1.77948 0.38839
H 1.24434 0.99598 1.74601
H 1.70900 2.06388 0.48208
H -1.02758 2.08775 0.17801
H -2.01068 -0.06305 1.91883
*
```

The following is a DFT calculation (ωB97M-V/def2-TZVPD) of the molecule C5H8O2 in a non-equilibrium geometry.

The HOMO-LUMO gap comes out at 11.1 eV. As for the structure (SMILES): C#C[C@](C)(O)CO.

Structure (ORCA input):
```
! wB97M-V def2-TZVPD RIJCOSX def2/J DEFGRID3
* xyz 0 1
C -0.94349 -0.29192 2.29352
C -0.44938 -0.06349 1.21754
C 0.04741 0.24492 -0.13737
C 1.39615 0.97874 -0.14641
O -0.88054 1.13612 -0.80187
C 0.04643 -1.01977 -1.00953
O -1.21719 -1.61989 -1.07549
H -1.38046 -0.47873 3.25083
H 2.14010 0.52320 -0.81081
H 1.84841 1.16268 0.83283
H 1.02121 1.90532 -0.58973
H -1.25777 1.75450 -0.16145
H 0.82164 -1.72835 -0.67121
H 0.30155 -0.69539 -2.02301
H -1.49407 -1.80791 -0.16785
*
```

The following is a DFT calculation (ωB97M-V/def2-TZVPD) of the molecule C5H8O2 in a non-equilibrium geometry.

The HOMO-LUMO gap comes out at 11.2 eV. As for the structure (SMILES): CC1(OC=O)CC1.

Structure (ORCA input):
```
! wB97M-V def2-TZVPD RIJCOSX def2/J DEFGRID3
* xyz 0 1
C -0.21588 1.42653 -0.30060
C -0.25059 0.06360 0.31886
O 1.01013 -0.09045 0.97276
C 2.06316 -0.11066 0.10247
O 2.13685 -0.75511 -0.90662
C -0.75696 -1.07849 -0.50254
C -1.42239 -0.73596 0.80175
H -1.09203 1.60534 -0.93411
H 0.75317 1.34981 -0.85385
H -0.08368 2.24962 0.40477
H 2.87609 0.53348 0.46819
H -1.25965 -0.82638 -1.43384
H -0.09416 -1.93070 -0.55279
H -2.41930 -0.29735 0.77647
H -1.24474 -1.40330 1.63909
*
```

The following is a DFT calculation (ωB97M-V/def2-TZVPD) of the molecule C5H8O2 in a non-equilibrium geometry.

The HOMO-LUMO gap comes out at 10.8 eV. As for the structure (SMILES): C[C@@H]1[C@H](O)[C@@H]2O[C@H]12.

Structure (ORCA input):
```
! wB97M-V def2-TZVPD RIJCOSX def2/J DEFGRID3
* xyz 0 1
C 0.21411 -0.71643 1.59028
C 0.60970 -0.43262 0.14030
C 0.52085 1.02335 -0.45978
O -0.00366 1.94105 0.44163
C -0.44210 0.47061 -1.56125
O -1.57367 0.07459 -0.81282
C -0.44176 -0.81867 -0.88829
H 0.11613 -1.80411 1.71985
H -0.76228 -0.28788 1.84395
H 0.94444 -0.35829 2.32240
H 1.56912 -0.91513 -0.08005
H 1.30833 1.44139 -1.07564
H -0.84447 1.52885 0.70949
H -0.53658 0.65834 -2.63797
H -0.67816 -1.80505 -1.25211
*
```

The following is a DFT calculation (ωB97M-V/def2-TZVPD) of the molecule C5H8O2.

The HOMO-LUMO gap comes out at 10.1 eV. As for the structure (SMILES): C[C@@]12C[C@]1(O)CO2.

Structure (ORCA input):
```
! wB97M-V def2-TZVPD RIJCOSX def2/J DEFGRID3
* xyz 0 1
C 1.85686 -0.06318 0.68045
C 0.57477 0.03549 -0.07737
C -0.06586 -0.89569 -1.05804
C -0.89597 -0.24936 0.04358
O -1.58552 -0.99387 0.98084
C -1.09964 1.22905 -0.17919
O 0.28942 1.38201 -0.51563
H 2.66412 0.18668 -0.01842
H 2.04909 -1.05502 1.09542
H 1.86476 0.68150 1.48204
H -0.04484 -0.62830 -2.11371
H 0.02500 -1.96103 -0.85512
H -2.51866 -0.97458 0.73232
H -1.78445 1.56775 -0.96501
H -1.32907 1.73855 0.76785
*
```

The following is a DFT calculation (ωB97M-V/def2-TZVPD) of the molecule C5H8O2 in a non-equilibrium geometry.

The HOMO-LUMO gap comes out at 10.3 eV.

Structure (ORCA input):
```
! wB97M-V def2-TZVPD RIJCOSX def2/J DEFGRID3
* xyz 0 1
O 1.02560 -0.54606 2.28241
C -0.10500 0.26601 2.11873
C -0.16227 0.83604 0.71691
O -0.21262 -0.27371 -0.16032
C -0.06880 0.08499 -1.50848
C 1.08495 -1.35254 -2.80083
C -0.11000 -1.17741 -2.40040
H 1.01903 -1.14993 1.52580
H -0.03118 1.07311 2.84989
H -1.03136 -0.28922 2.32016
H 0.74147 1.42560 0.51440
H -1.03865 1.48346 0.58033
H 0.81095 0.73128 -1.66092
H -0.94639 0.65088 -1.85611
H -0.97574 -1.76251 -2.52157
*
```

The following is a DFT calculation (ωB97M-V/def2-TZVPD) of a structure of composition C5H8O2 in a non-equilibrium geometry.

The HOMO-LUMO gap comes out at 9.7 eV.

Structure (ORCA input):
```
! wB97M-V def2-TZVPD RIJCOSX def2/J DEFGRID3
* xyz 0 1
C -1.02172 1.58276 -0.14487
C -1.90376 -0.69543 0.15405
C -0.95503 0.33073 0.23028
C 1.68647 0.13881 -0.50907
C 0.81517 -0.27211 0.63447
O -1.75846 -1.71083 -0.53159
O 0.71537 -1.60661 0.87652
H -0.22015 2.10218 -0.01855
H -1.87868 2.03769 -0.76180
H -2.84733 -0.63987 0.82416
H 1.77811 -0.68809 -1.29845
H 1.36235 0.99308 -1.02882
H 2.59564 0.24428 0.02317
H 1.07106 0.27755 1.50574
H 0.56097 -2.09413 0.04474
*
```

The following is a DFT calculation (ωB97M-V/def2-TZVPD) of a structure of composition C5H8O2.

The HOMO-LUMO gap comes out at 10.7 eV.

Structure (ORCA input):
```
! wB97M-V def2-TZVPD RIJCOSX def2/J DEFGRID3
* xyz 0 1
O 2.59998 0.58527 0.76785
C 1.67168 0.12542 -0.19497
C 0.41485 -0.37349 0.48451
O -0.36136 0.71069 1.06639
C -1.54676 0.17048 0.48475
C -1.50424 0.23688 -1.00109
C -0.79648 -0.88511 -0.27922
H 2.10892 1.14262 1.38613
H 1.41969 0.91189 -0.92408
H 2.15166 -0.70192 -0.73086
H 0.69603 -1.07181 1.28416
H -2.44196 0.12845 1.09771
H -0.96493 1.03651 -1.50259
H -2.41608 -0.08474 -1.49970
H -1.03100 -1.93113 -0.43901
*
```

The following is a DFT calculation (ωB97M-V/def2-TZVPD) of the molecule C5H8O2 in a non-equilibrium geometry.

The HOMO-LUMO gap comes out at 9.5 eV. As for the structure (SMILES): C=C(O)C1(O)CC1.

Structure (ORCA input):
```
! wB97M-V def2-TZVPD RIJCOSX def2/J DEFGRID3
* xyz 0 1
C 0.67075 -1.58137 0.70824
C -0.28255 -0.62848 0.70581
O -1.08609 -0.65372 1.80195
C -0.50487 0.50016 -0.22484
O -1.72011 1.17381 -0.13152
C 0.09551 0.41911 -1.58939
C 0.74006 1.30667 -0.56706
H 1.14854 -1.99973 -0.15990
H 1.12426 -1.79235 1.67724
H -0.83860 -1.57877 2.03104
H -1.94387 1.23996 0.80696
H -0.49048 0.89045 -2.37055
H 0.58730 -0.50689 -1.87049
H 1.68233 0.98865 -0.12822
H 0.59555 2.37812 -0.66527
*
```

The following is a DFT calculation (ωB97M-V/def2-TZVPD) of a structure of composition C5H8O2 in a non-equilibrium geometry.

The HOMO-LUMO gap comes out at 9.7 eV.

Structure (ORCA input):
```
! wB97M-V def2-TZVPD RIJCOSX def2/J DEFGRID3
* xyz 0 1
O 0.81391 -0.04434 -2.15128
C 0.12998 0.41611 -1.01553
C -1.09407 -0.44785 -0.58430
C -0.57489 -0.93326 0.75367
C 0.07424 0.63289 1.40355
C 0.95817 0.23039 0.26076
O 0.81460 -1.19121 0.51739
H 1.12170 -0.93688 -1.93295
H -0.12885 1.46240 -1.19994
H -2.03842 0.09055 -0.49432
H -1.23972 -1.26037 -1.30848
H -0.87225 -0.60699 1.75404
H -0.51181 1.55545 1.38813
H 0.55255 0.47718 2.38363
H 1.99486 0.55593 0.22562
*
```

The following is a DFT calculation (ωB97M-V/def2-TZVPD) of a structure of composition C5H8O2 in a non-equilibrium geometry.

The HOMO-LUMO gap comes out at 10.2 eV.

Structure (ORCA input):
```
! wB97M-V def2-TZVPD RIJCOSX def2/J DEFGRID3
* xyz 0 1
C -0.15853 1.32732 -0.36195
C -0.25868 -0.06820 0.17440
C -0.91906 -1.20443 -0.52711
C -1.35315 -0.82445 0.87160
O 1.04811 -0.31637 0.77663
C 2.08281 0.27964 0.21522
O 2.28657 0.55912 -0.96301
H -0.86290 1.55591 -1.14411
H 0.98946 1.10876 -1.14431
H -0.39113 2.03280 0.48783
H -1.57125 -0.94639 -1.35842
H -0.36491 -2.12856 -0.64631
H -2.30938 -0.32974 1.01768
H -1.08090 -1.52062 1.66600
H 2.86294 0.47521 0.93587
*
```

Sequential relative energy (zero: lowest compared OMol25 entry of this formula, charge and spin) output: 333.6 252.3 526.1 112.3 377.8 294.3 255.4 260.5 152.7 254.6 249.9 470.1 328.6 250.9 245.4 427.2 330.5 kJ/mol